# 1
Below is 2 unconnected molecules or ions with the total composition C25H43NOP in a non-equilibrium geometry, with properties calculated with the ωB97M-V functional and the def2-TZVPD basis.

```
71
Properties=species:S:1:pos:R:3:forces:R:3:mulliken_charge:R:1
C -1.3447 2.1066 3.1572 -0.82 -0.66 0.75 0.16
C -1.8089 0.9818 2.9940 1.70 -0.30 -1.09 -0.68
C -1.9808 -0.4898 2.5013 -0.99 1.33 0.34 -0.72
P -1.5863 -0.6858 0.6510 -0.11 0.45 0.24 0.53
C -1.9583 0.9460 -0.2500 0.31 -0.66 -1.15 0.41
C -3.3375 0.9321 -1.0456 -0.51 0.71 -0.60 -0.59
C -4.5579 1.7059 -0.3699 -0.36 -0.94 0.45 -0.88
C -4.4037 2.0592 1.1633 -1.29 1.60 -0.13 0.47
C -5.6898 2.9559 1.5526 0.39 0.11 -0.83 -1.27
C 0.2453 -1.0678 0.4326 0.15 -0.68 -0.39 -0.01
C 1.1483 -0.6260 1.6699 0.77 -0.55 -0.06 -1.10
C 2.5674 -0.0284 1.2717 0.90 1.18 1.37 0.53
C 3.4633 -0.0695 2.6217 -0.74 0.27 0.11 -1.29
C 2.4817 1.5311 0.8816 -1.13 -0.61 -0.62 -1.20
C 1.9200 1.7294 -0.5924 -1.03 1.53 0.87 0.89
C 2.3194 3.1015 -1.2768 -1.12 -0.46 -1.24 -0.95
C 1.7491 3.3668 -2.5500 0.46 0.42 0.69 0.43
C 0.1830 3.5157 -2.7118 0.27 -2.29 -0.03 -0.82
C 2.6190 3.4909 -3.8795 -0.35 0.51 1.47 -1.12
O -2.6041 -1.8942 0.1056 2.21 1.48 0.60 -0.49
C -1.9764 -2.7938 -0.8514 -0.04 -1.68 -1.63 -0.35
C -1.5000 -2.0940 -2.2036 -0.55 -0.22 -0.50 -0.57
H -1.0652 3.1311 3.5147 -0.43 -1.62 -0.71 0.36
H -1.3468 -1.1960 3.1199 -0.86 0.78 -0.78 0.55
H -3.0954 -0.7235 2.5832 1.50 -0.09 0.00 0.52
H -1.1381 1.0006 -1.0451 -0.93 -0.20 1.14 -0.66
H -1.7905 1.8467 0.4094 -0.37 -1.22 -0.47 0.44
H -3.1335 1.4546 -2.0403 -0.14 -0.74 1.28 0.34
H -3.7062 -0.1018 -1.3262 0.85 1.06 0.52 0.31
H -5.4715 1.0238 -0.4489 1.11 0.94 0.03 0.24
H -4.8181 2.6255 -0.9741 0.48 -0.90 0.85 0.39
H -4.4083 1.1678 1.8596 0.40 0.85 -0.95 -0.09
H -3.5162 2.7519 1.3408 -0.95 -1.25 -0.14 0.11
H -6.6459 2.3543 1.5729 1.12 0.58 0.17 0.33
H -5.5456 3.5393 2.5055 -0.21 -0.84 -0.89 0.36
H -5.8123 3.7125 0.7118 0.07 -0.77 1.11 0.31
H 0.5400 -0.5800 -0.5522 -0.35 -0.44 1.33 0.24
H 0.4452 -2.1917 0.2737 -0.51 1.65 0.21 -0.03
H 1.3649 -1.5753 2.2668 -0.44 1.20 -0.72 0.35
H 0.6663 0.1065 2.3805 0.38 -0.68 -0.90 0.35
H 3.1190 -0.6338 0.4862 -1.00 0.78 0.66 0.49
H 4.1759 -0.9430 2.6498 -0.77 0.95 0.02 0.24
H 2.7444 -0.1426 3.5002 1.01 -0.06 -0.89 0.32
H 4.0219 0.9103 2.7788 -0.52 -1.43 -0.37 0.39
H 3.4609 2.0717 1.0269 -0.92 -0.80 -0.29 0.55
H 1.7152 2.0107 1.5821 1.16 -0.52 -0.69 0.18
H 2.2433 0.9000 -1.2904 -0.20 0.88 0.83 0.43
H 0.7832 1.7143 -0.5169 1.25 -0.30 -0.18 -0.69
H 3.0223 3.8155 -0.7616 0.49 -1.57 -1.22 0.33
H -0.2813 2.4796 -2.5504 0.24 1.25 -0.33 0.01
H -0.0918 3.8168 -3.7627 0.32 -0.12 1.21 0.41
H -0.2758 4.1806 -1.9247 0.73 -0.51 -1.02 0.27
H 2.0641 2.8979 -4.6739 0.57 0.97 0.85 0.34
H 3.5998 2.9537 -3.6896 -1.12 0.99 -0.34 0.32
H 2.7573 4.5772 -4.1561 0.01 -1.26 -0.20 0.29
H -1.1700 -3.4428 -0.3742 -0.93 1.20 -0.41 0.31
H -2.7877 -3.5338 -1.1566 0.89 1.11 0.72 0.38
H -2.2547 -2.3641 -3.0150 1.00 0.48 1.04 0.32
H -0.4974 -2.4465 -2.5801 -0.98 0.30 0.70 0.24
H -1.4838 -0.9662 -2.1641 0.02 -1.18 0.16 0.12
N 2.4140 -3.7504 -0.0579 0.20 -0.33 0.11 -0.09
C 3.6352 -3.5960 0.4737 -0.38 0.09 -0.13 0.26
C 4.5425 -4.6299 0.6349 -0.05 -0.05 -0.03 -0.87
C 4.1680 -5.9006 0.2274 0.08 -0.10 0.01 -0.13
C 2.9103 -6.0888 -0.3240 0.04 0.03 0.01 -0.71
C 2.0776 -4.9891 -0.4455 -0.03 0.41 0.07 -0.06
H 3.8819 -2.5853 0.7805 0.09 -0.07 0.02 0.10
H 5.5168 -4.4457 1.0685 -0.05 0.02 -0.02 0.38
H 4.8496 -6.7360 0.3380 -0.04 0.05 -0.01 0.40
H 2.5839 -7.0669 -0.6528 -0.01 0.06 0.00 0.36
H 1.0851 -5.0864 -0.8744 0.04 -0.10 -0.01 0.32
```
Forces are in eV/Å.

- net charge = +1
- F_max (eV Å⁻¹) = 2.7
- orbital gap (eV) = 7.432

# 2
Below is a molecular structure, C25H44AlO2P2 in a non-equilibrium geometry, with properties calculated with the ωB97M-V functional and the def2-TZVPD basis.

```
74
Properties=species:S:1:pos:R:3:forces:R:3:mulliken_charge:R:1
Al 2.2426 0.2720 0.6881 -1.52 -1.53 2.74 0.35
C -1.2257 -1.0280 2.8494 1.88 1.06 0.30 0.15
C -0.9196 -2.1704 2.0206 2.34 0.21 -0.50 1.37
C 1.0992 -1.0464 2.4926 -0.44 0.14 -0.58 2.23
C -0.0386 -0.3366 3.1313 -0.98 -1.18 -0.90 0.78
C 0.4591 -2.1866 1.7902 -2.32 -0.26 0.52 0.10
C -2.5811 -0.6648 3.3258 -0.46 0.08 0.31 -1.60
H -3.3488 -0.8337 2.5591 0.23 -0.10 0.15 0.37
H -2.6526 0.3919 3.6097 0.08 -0.27 0.01 0.24
H -2.8564 -1.2741 4.2010 0.00 0.15 -0.18 0.33
C 0.0389 0.7858 4.0771 -0.09 0.77 0.62 -1.59
H -0.8209 1.4563 3.9452 0.21 -0.02 0.02 0.43
H 0.9369 1.3944 3.9433 -0.20 -0.14 0.10 -0.15
H -0.0095 0.4467 5.1259 0.16 0.08 -0.25 0.28
C 2.2324 -1.4250 3.4177 0.34 -0.41 0.50 -1.95
H 1.9172 -2.3403 3.9754 0.21 0.53 -0.31 0.44
H 2.4057 -0.6544 4.1845 0.13 -0.14 -0.34 0.44
H 3.1787 -1.6512 2.9002 -0.36 0.05 0.36 0.37
C 1.1715 -3.3590 1.2516 0.37 -0.74 -0.53 -2.22
H 0.9273 -4.2845 1.8088 0.06 0.40 -0.19 0.36
H 2.2611 -3.2495 1.2891 -0.12 0.05 -0.08 0.35
H 0.8836 -3.5476 0.2072 0.16 -0.08 0.10 0.38
C -1.9013 -3.1862 1.5780 -0.21 -0.33 -0.09 -2.00
H -1.9425 -3.9958 2.3151 -0.10 -0.07 -0.11 0.42
H -1.6277 -3.6248 0.6134 -0.04 0.03 0.12 0.35
H -2.9134 -2.7762 1.4930 0.17 -0.07 0.00 0.40
C -2.5717 2.0163 0.5636 -1.62 1.12 -0.54 -0.94
C -3.5310 1.0693 0.6660 -0.62 1.05 0.03 -0.25
C -3.7566 -0.0564 -0.3160 0.32 -1.42 -0.47 -0.33
C -3.1907 0.0671 -1.8009 -1.99 1.76 0.46 -1.16
C -1.9635 -0.6627 -2.0448 1.34 -0.03 0.64 -0.96
C -1.0677 -0.6242 -1.0443 0.98 -0.85 -0.68 -0.83
C -0.8113 0.3967 0.0044 0.38 0.91 0.84 3.76
C -1.3115 1.8434 -0.2003 0.14 -0.67 -0.15 -1.03
H -4.8401 -0.2668 -0.3824 0.40 0.45 0.11 0.57
H -3.0336 1.1401 -1.9699 -0.15 0.02 -0.21 0.20
H -3.3465 -0.9989 0.0699 -0.04 -0.04 0.03 -0.11
H -1.4259 2.0575 -1.2597 -0.04 0.07 0.13 0.20
H -2.8435 3.0931 0.7272 0.43 -1.15 1.19 0.43
H -4.3492 1.1787 1.4286 0.64 0.34 -1.12 0.43
H -0.5406 2.5475 0.1379 -0.22 -0.10 0.16 0.41
H -1.0913 0.1318 1.0404 0.15 -0.14 -0.82 -0.78
H -0.3266 -1.4019 -0.9653 0.64 -0.26 -0.56 1.09
H 0.3381 0.4552 0.1197 -1.15 -0.09 -0.58 -2.01
H -3.9530 -0.2170 -2.5357 -0.05 -0.05 0.33 0.51
H -1.7799 -1.0980 -3.0475 -0.29 -0.58 1.22 0.62
P 0.0344 1.6580 -3.1756 -0.72 0.14 -0.49 0.99
C 0.1534 3.3299 -3.8783 0.20 0.41 -0.10 -1.37
C -0.9502 0.9839 -4.6204 0.02 -0.28 0.00 -1.54
P 2.0211 -0.4239 -2.2790 0.46 -0.15 -2.70 0.95
C 1.7170 0.9785 -3.4472 -0.25 0.90 -0.07 -1.92
C 1.4705 -1.6131 -3.6816 -0.50 -1.09 0.48 -1.37
C 3.7940 -0.6199 -2.6818 0.33 -0.13 0.30 -1.23
H 1.0618 3.8216 -3.5305 -0.05 0.14 0.02 0.40
H -0.7072 3.9143 -3.5418 0.09 0.00 -0.06 0.36
H 0.1474 3.2975 -4.9691 0.14 0.20 0.04 0.43
H -0.5872 1.4427 -5.5550 -0.15 -0.28 0.27 0.52
H -2.0091 1.2661 -4.4822 0.43 -0.02 -0.03 0.36
H -0.9313 -0.1126 -4.7290 0.12 0.42 0.11 0.33
H 3.9571 -0.2241 -3.6939 0.14 -0.18 0.36 0.41
H 4.0637 -1.6814 -2.6547 0.10 0.23 0.07 0.40
H 4.3950 -0.0784 -1.9451 0.19 -0.04 -0.28 0.42
H 2.4671 1.7542 -3.2983 -0.08 0.26 0.28 0.68
H 1.7970 0.6802 -4.5044 0.35 -0.12 0.54 0.66
H 2.0807 -2.5302 -3.6559 -0.35 0.21 0.23 0.49
H 1.6499 -1.1499 -4.6757 0.01 -0.15 0.94 0.42
H 0.4029 -1.9046 -3.6447 0.56 0.17 0.17 0.24
C 3.4020 2.6430 3.4457 -0.23 -0.18 0.34 -1.12
C 3.0986 1.5929 2.4017 -0.38 0.46 -2.47 0.97
O 1.9607 1.7572 1.7409 1.19 0.47 0.35 -0.34
O 3.8137 0.6459 1.9063 -0.41 1.06 0.44 -0.56
H 4.4565 2.8295 3.7367 -0.70 -0.60 -0.40 0.37
H 2.7933 2.3827 4.3252 0.41 -0.06 0.01 0.32
H 2.9270 3.5773 3.1036 0.34 -0.40 -0.13 0.33
```
Forces are in eV/Å.

- net charge = +1
- F_max (eV Å⁻¹) = 3.5
- orbital gap (spin up / spin down) (eV) = 4.623 / 4.642

# 3
Below is 6 unconnected molecules or ions with the total composition C25H44BN8O3 in a non-equilibrium geometry, with properties calculated with the ωB97M-V functional and the def2-TZVPD basis.

```
81
Properties=species:S:1:pos:R:3:forces:R:3:mulliken_charge:R:1
N 2.9209 1.5070 0.8216 1.09 -2.32 0.88 -0.50
B 2.6452 0.1165 0.4884 -1.20 1.37 -0.57 0.73
O 1.3532 -0.2905 0.2534 0.91 -0.14 -0.07 -0.62
C 3.8469 -0.9757 0.4043 -1.14 0.27 1.99 0.71
C 4.2386 -1.5319 1.6707 2.11 -1.32 -1.93 -0.61
C 5.3207 -2.4446 1.5452 -1.59 1.43 -0.23 -0.34
C 5.8324 -2.6660 0.2314 1.57 -1.45 0.53 -0.39
N 5.4243 -2.1725 -0.9212 -0.06 0.00 2.07 -1.06
N 4.4226 -1.3330 -0.7295 -1.03 0.77 -1.46 1.14
C 3.9104 -0.7225 -1.9913 0.26 0.22 -2.03 -0.94
O 4.3666 0.6184 -2.1431 -0.77 -0.81 1.23 -0.13
O 5.3738 0.6221 -3.1142 0.73 0.05 -0.93 -0.40
H 2.4138 1.7122 1.6960 -0.20 0.47 -0.56 0.36
H 3.9137 1.5169 1.0751 -0.23 0.81 -0.22 0.26
H 0.7517 0.4691 0.1871 0.07 -0.18 0.13 0.21
H 3.7645 -1.2532 2.6160 0.14 -0.09 -0.50 0.52
H 5.7662 -2.9557 2.4057 -0.17 0.17 -0.48 0.43
H 6.6944 -3.3507 0.1516 -0.57 0.38 -0.10 0.44
H 4.3300 -1.2427 -2.8770 -0.16 -0.25 0.94 0.56
H 2.8147 -0.8256 -2.1005 0.42 0.42 0.72 0.38
H 6.2174 0.4017 -2.6776 -0.35 0.18 0.31 0.31
C 1.9306 1.8355 -4.5943 -0.03 0.01 0.01 -0.97
C 0.6231 1.4095 -5.2537 0.27 0.21 -0.04 -0.50
C -0.1004 0.3021 -4.4813 0.34 -0.17 -0.22 -0.22
C 0.7522 -0.9056 -4.3999 -0.81 0.71 0.07 0.23
N 1.4122 -1.8388 -4.3401 0.46 -0.38 0.16 -0.47
H 2.6482 1.0128 -4.5554 -0.03 0.00 0.00 0.23
H 2.3956 2.6435 -5.1598 -0.01 -0.01 0.05 0.38
H 1.7586 2.1906 -3.5749 0.03 0.01 -0.02 0.25
H 0.8311 1.0733 -6.2721 -0.11 -0.03 0.03 0.31
H -0.0367 2.2757 -5.3304 -0.08 -0.11 0.02 0.33
H -1.0337 0.0399 -4.9811 0.02 -0.11 0.08 0.34
H -0.3407 0.6348 -3.4693 0.01 -0.07 0.01 0.13
C -4.1854 1.2635 1.6036 0.08 -0.03 0.08 -1.29
C -2.8046 0.9015 2.1389 -0.34 -0.02 -0.07 -0.18
C -1.7920 2.0445 1.9986 -0.12 -0.25 -0.38 0.88
C -1.6213 2.3948 0.5712 0.05 -0.03 1.09 0.09
N -1.4822 2.6538 -0.5347 0.15 -0.02 -0.59 -0.52
H -4.1589 1.4777 0.5353 0.00 -0.01 0.04 0.26
H -4.8785 0.4355 1.7487 -0.01 0.06 -0.05 0.42
H -4.5886 2.1387 2.1204 0.01 -0.01 -0.02 0.29
H -2.4392 0.0172 1.6092 0.09 0.04 0.06 0.20
H -2.8909 0.6313 3.1922 0.08 0.05 -0.02 0.25
H -0.8223 1.7480 2.4028 -0.03 0.15 -0.09 -0.74
H -2.1322 2.9252 2.5470 0.03 0.04 -0.10 0.46
C -1.3336 0.0697 5.5691 -0.03 -0.01 0.05 -0.74
C 0.0606 -0.2725 6.0750 -0.29 -0.16 -0.04 -0.49
C 1.0550 0.8804 5.9050 -0.08 -0.16 -0.38 -0.48
C 1.1970 1.2355 4.4739 0.07 -0.04 1.06 0.20
N 1.3074 1.5089 3.3680 0.09 -0.04 -0.30 -0.61
H -1.3299 0.2765 4.4985 0.07 0.02 0.03 -0.14
H -2.0140 -0.7659 5.7357 0.00 0.05 0.01 0.40
H -1.7361 0.9433 6.0873 -0.01 -0.02 -0.03 0.34
H 0.4249 -1.1558 5.5444 0.09 0.04 0.07 0.30
H 0.0023 -0.5356 7.1326 0.15 0.06 -0.02 0.33
H 2.0334 0.5932 6.2928 0.04 0.13 -0.08 0.30
H 0.7191 1.7618 6.4540 0.04 0.04 -0.10 0.32
C -5.9399 4.4759 -0.9154 0.02 0.02 -0.02 -1.01
C -7.2136 4.0183 -1.6187 0.23 0.22 0.00 -0.43
C -7.9578 2.9223 -0.8500 0.37 -0.19 -0.20 -0.42
C -7.0970 1.7280 -0.7017 -0.83 0.71 0.02 0.29
N -6.4302 0.8058 -0.5917 0.33 -0.46 -0.02 -0.47
H -5.2168 3.6626 -0.8246 -0.05 -0.01 0.02 0.23
H -5.4596 5.2748 -1.4816 -0.02 0.00 0.05 0.34
H -6.1595 4.8544 0.0860 0.03 -0.01 -0.02 0.30
H -6.9583 3.6589 -2.6183 -0.11 -0.04 0.03 0.30
H -7.8784 4.8752 -1.7460 -0.08 -0.10 0.00 0.31
H -8.8658 2.6375 -1.3830 0.02 -0.09 0.08 0.30
H -8.2450 3.2769 0.1416 0.03 -0.07 0.01 0.27
C 0.2829 -5.2358 -1.5922 -0.03 0.02 0.05 -1.44
C 1.5584 -4.4040 -1.6577 -0.26 0.05 -0.16 0.18
C 2.8163 -5.2100 -1.3171 -0.29 0.04 0.42 -0.31
C 2.7291 -5.7423 0.0614 0.30 0.25 -1.02 0.21
N 2.6573 -6.1462 1.1288 -0.02 -0.09 0.60 -0.46
H 0.1014 -5.6154 -0.5848 0.05 -0.03 -0.03 0.38
H -0.5796 -4.6293 -1.8706 0.04 -0.03 -0.04 0.38
H 0.3345 -6.0861 -2.2757 -0.02 0.02 0.02 0.33
H 1.4649 -3.5562 -0.9711 0.09 0.00 -0.01 -0.01
H 1.6650 -3.9919 -2.6636 0.10 0.02 0.05 0.24
H 3.7020 -4.5755 -1.3913 0.07 -0.12 0.01 0.14
H 2.9382 -6.0421 -2.0124 0.03 -0.01 0.07 0.38
```
Forces are in eV/Å.

- net charge = +1
- F_max (eV Å⁻¹) = 3.2
- orbital gap (eV) = 8.383

Record order is preserved below.
DFT total energy: -39436.1044, -55898.9297, -45369.9234 eV